[1]
Computed, not measured: C2H2S2 as an isolated structure, with the ωB97M-V functional and the def2-TZVPD basis.

Each line ends with the natural charge from an NBO analysis.
Atoms and positions in Å:
1 S -0.69507 -0.06476 -0.63099  0.170
2 S 1.38493 -0.55804 -0.58564  0.163
3 C -0.08188 0.87104 0.72980  -0.400
4 C 1.22310 0.52746 0.80407  -0.394
5 H -0.62457 1.51534 1.40227  0.231
6 H 1.96855 0.88402 1.45556  0.229

Strongest force on any atom, eV/A: 2.2
E_tot, a.u.: -873.7377
Relative energy (zero: lowest compared OMol25 entry of this formula, charge and spin), kcal per mole: 0.00
HOMO-LUMO gap, eV: 8.7528



[2]
Computed, not measured: one molecule with the formula C2H2S5, with the ωB97M-V functional and the def2-TZVPD basis.

Each line ends with the natural charge from an NBO analysis.
Atoms and positions in Å:
1 S -0.11897 2.84625 1.27844  0.174
2 C 0.53426 1.49178 0.54044  -0.565
3 S 2.18950 1.36418 0.52995  0.301
4 S 2.36557 -0.49869 -0.50143  -0.082
5 S 0.57110 -1.04165 -1.46083  0.353
6 C -0.16972 -1.64068 -0.14350  -0.540
7 S -1.58752 -2.55619 -0.14995  0.176
8 H -1.39649 2.55885 1.19415  0.113
9 H -2.38774 -2.52384 -1.28727  0.070

SMILES: SC#S#S#S#CS
Strongest force on any atom, eV/A: 2.1
E_tot, a.u.: -2068.1840
Relative energy (zero: lowest compared OMol25 entry of this formula, charge and spin), kcal per mole: 84.94
HOMO-LUMO gap, eV: 8.1390



[3]
Computed, not measured: one molecule with the formula C2H2S5, with the ωB97M-V functional and the def2-TZVPD basis.

Each line ends with the natural charge from an NBO analysis.
Atoms and positions in Å:
1 S 0.87099 3.03509 0.16649  0.176
2 C 1.06440 1.36697 0.20525  -0.585
3 S 2.52590 0.69029 -0.15606  0.294
4 S 1.99393 -1.36171 0.01087  -0.052
5 S 0.06295 -1.31971 -0.77020  0.310
6 C -0.82909 -1.86073 0.52464  -0.537
7 S -2.49005 -2.00335 0.36355  0.203
8 H -0.42518 3.01590 0.54319  0.125
9 H -2.77387 -1.56276 -0.88773  0.064

SMILES: SC#S#S#S#CS
Strongest force on any atom, eV/A: 0.8
E_tot, a.u.: -2068.1997
Relative energy (zero: lowest compared OMol25 entry of this formula, charge and spin), kcal per mole: 75.07
HOMO-LUMO gap, eV: 8.3121



[4]
Computed, not measured: a 13-piece molecular cluster, C2H31N2O12 overall, with the ωB97M-V functional and the def2-TZVPD basis.

Each line ends with the natural charge from an NBO analysis.
Atoms and positions in Å:
1 C 0.02870 -1.68520 1.54640  0.110
2 C 1.10802 -1.19747 0.90513  -0.265
3 N 1.03966 -0.83998 -0.52822  -0.732
4 N 0.07413 -2.11225 2.83300  -0.784
5 H -0.99923 -1.63287 1.21014  0.209
6 H 2.04550 -0.97969 1.38827  0.206
7 H 0.06793 -0.83639 -0.88599  0.471
8 H 1.42740 0.11010 -0.55242  0.446
9 H 1.53472 -1.48531 -1.18233  0.450
10 H 0.97084 -2.26385 3.26528  0.386
11 H -0.68234 -2.44823 3.39924  0.410
12 H 4.46848 -0.03273 -2.60885  0.495
13 H 3.03968 -0.59906 -2.48747  0.468
14 O 3.95068 -0.84477 -2.65768  -0.955
15 H -1.96346 1.20809 1.63535  0.492
16 H -2.59485 1.37202 3.00464  0.500
17 O -2.65141 0.83922 2.20590  -0.974
18 H 0.47374 -4.06975 -0.50225  0.494
19 H -0.79647 -3.14638 -0.82690  0.510
20 O 0.06157 -3.20997 -0.39611  -0.992
21 H -3.34911 -4.07884 -0.88361  0.481
22 H -3.47218 -3.19252 0.31204  0.490
23 O -2.91794 -3.32801 -0.45959  -0.966
24 H 3.12492 3.43961 2.14590  0.504
25 H 1.90932 2.48603 1.66537  0.491
26 O 2.49213 3.21846 1.45768  -0.985
27 H 3.05305 -3.47883 -0.79066  0.479
28 H 3.53698 -2.71892 -2.12669  0.510
29 O 2.84180 -3.23517 -1.69426  -0.982
30 H 1.37770 2.15143 -1.78066  0.484
31 H 2.12662 2.10557 -0.44478  0.503
32 O 2.11275 1.73098 -1.33204  -0.966
33 H -2.40131 -0.97440 -0.44252  0.519
34 H -2.34726 -0.63453 -1.94325  0.493
35 O -1.78900 -0.74657 -1.16700  -1.001
36 H 0.96561 3.92861 0.31984  0.520
37 H -0.33395 3.40075 -0.64585  0.528
38 O 0.33933 3.24860 0.05569  -1.035
39 H -0.75798 3.67351 1.29697  0.488
40 H -1.43194 4.50316 2.49001  0.477
41 O -1.48533 3.70149 1.96193  -1.004
42 H -3.80476 -0.19228 1.20512  0.509
43 H -4.91630 -0.49874 0.34105  0.485
44 O -4.02943 -0.84669 0.51034  -0.993
45 H -0.39685 3.25676 -3.10859  0.485
46 H -1.34642 4.33753 -2.69275  0.498
47 O -0.64344 3.77943 -2.33168  -0.959

Strongest force on any atom, eV/A: 1.5
E_tot, a.u.: -1106.9580
Relative energy (zero: lowest compared OMol25 entry of this formula, charge and spin), kcal per mole: 59.27
HOMO-LUMO gap, eV: 8.5697
Net charge: +1



[5]
Computed, not measured: a 14-piece molecular cluster, C2H32O14 overall, with the ωB97M-V functional and the def2-TZVPD basis.

Each line ends with the natural charge from an NBO analysis.
Atoms and positions in Å:
1 O 32.57488 9.13852 6.44494  -0.751
2 H 31.87847 8.51995 6.16890  0.598
3 H 32.51144 9.15666 7.40992  0.541
4 H 32.43463 10.09202 6.20458  0.585
5 C 33.30473 7.37707 2.88652  -0.634
6 C 31.86894 7.01448 3.38534  -0.061
7 O 31.80477 5.59669 3.28204  -1.008
8 H 33.22168 8.38262 2.57742  0.199
9 H 33.73290 6.70045 2.16191  0.214
10 H 34.00066 7.46535 3.73992  0.191
11 H 31.19914 7.47721 2.69357  0.134
12 H 31.74950 7.38178 4.41697  0.114
13 O 29.72901 5.74582 1.51232  -0.973
14 H 30.52331 6.04221 1.94552  0.491
15 H 30.02351 4.95503 1.14172  0.488
16 O 31.16410 2.95693 3.37386  -0.957
17 H 31.95400 2.58766 3.68210  0.454
18 H 31.15984 3.87851 3.57029  0.495
19 O 30.75795 9.44432 1.02658  -0.961
20 H 30.08240 9.17683 1.63154  0.484
21 H 30.69292 8.76946 0.38587  0.472
22 O 30.10850 5.15578 5.19487  -1.018
23 H 30.43202 4.39906 5.67236  0.486
24 H 30.88218 5.49163 4.68891  0.505
25 O 33.61348 4.52661 4.86825  -0.983
26 H 33.24730 5.14984 4.22807  0.491
27 H 33.76187 3.75142 4.33493  0.461
28 O 28.93905 9.28000 3.21710  -1.015
29 H 28.19551 9.58468 2.71816  0.495
30 H 28.82593 8.34881 3.45230  0.519
31 O 28.21859 6.54926 3.63628  -0.988
32 H 28.73481 6.45083 2.85811  0.487
33 H 28.83134 5.98784 4.10856  0.501
34 O 32.24761 6.25651 -0.23232  -0.969
35 H 32.31405 6.00106 -1.16415  0.475
36 H 32.73035 5.61535 0.23625  0.492
37 O 33.06241 8.81463 -0.72229  -0.965
38 H 33.06905 7.87861 -0.66071  0.479
39 H 32.34556 9.08255 -0.15274  0.466
40 O 33.17090 4.23765 1.55208  -1.002
41 H 32.68605 4.81942 2.19174  0.509
42 H 34.04801 4.50866 1.42778  0.455
43 O 31.37473 10.04380 4.06839  -0.993
44 H 30.44123 9.97915 4.03100  0.494
45 H 31.56653 9.47174 3.34362  0.488
46 O 29.90681 8.56082 6.14265  -0.976
47 H 29.35612 9.29854 6.00641  0.486
48 H 29.27511 7.88164 6.35687  0.508

Strongest force on any atom, eV/A: 4.0
E_tot, a.u.: -1148.6212
Relative energy (zero: lowest compared OMol25 entry of this formula, charge and spin), kcal per mole: 90.10
HOMO-LUMO gap, eV: 6.9942



[6]
Computed, not measured: a 18-piece molecular cluster, C2H36F6N2O20S2 overall, with the ωB97M-V functional and the def2-TZVPD basis.

Each line ends with the natural charge from an NBO analysis.
Atoms and positions in Å:
1 N 1.64472 -0.86920 -2.26520  -0.902
2 H 2.65752 -0.74986 -2.27683  0.426
3 H 1.25815 -0.57742 -3.17467  0.465
4 H 1.22615 -0.33003 -1.46378  0.476
5 H 1.43568 -1.84341 -2.04523  0.439
6 C -0.05383 2.24668 -1.91972  0.752
7 F -0.31168 1.31807 -2.85729  -0.337
8 F 1.24796 2.53331 -1.80784  -0.307
9 F -0.72421 3.34369 -2.18688  -0.276
10 S -0.64847 1.58913 -0.26732  2.208
11 O -0.43544 2.68773 0.64360  -0.913
12 O -2.00590 1.19993 -0.54232  -0.936
13 N 0.40326 0.30521 -0.02939  -1.267
14 S -0.46544 -0.67270 0.88166  2.192
15 O -1.18568 -0.06671 1.97380  -0.900
16 O -1.21946 -1.57439 0.04771  -0.951
17 C 0.77075 -1.80456 1.75914  0.760
18 F 0.18672 -2.95544 2.06289  -0.294
19 F 1.72929 -2.13079 0.84133  -0.370
20 F 1.30864 -1.20659 2.78934  -0.280
21 O 1.58253 2.69895 3.57549  -0.986
22 H 1.06676 3.36238 3.07742  0.493
23 H 2.15941 2.29299 2.91330  0.473
24 O -1.97934 3.10132 -4.79268  -0.958
25 H -2.23519 2.68850 -5.62568  0.481
26 H -2.72514 2.94508 -4.20066  0.492
27 O 0.01618 4.71974 2.39573  -0.964
28 H 0.10577 4.16281 1.59195  0.492
29 H -0.15560 5.59971 2.04765  0.478
30 O 3.22976 -2.70783 4.67560  -0.951
31 H 3.19062 -2.79885 5.63568  0.486
32 H 2.90750 -3.54837 4.33509  0.480
33 O -1.08522 -5.48304 1.49783  -0.955
34 H -1.26970 -5.78166 0.60205  0.481
35 H -0.13417 -5.62226 1.60817  0.494
36 O 0.34603 4.65119 -4.73560  -0.964
37 H 0.11674 5.27787 -5.42801  0.464
38 H -0.39557 4.02023 -4.71477  0.486
39 O 2.87546 1.24269 1.17993  -0.989
40 H 3.20246 0.53103 1.75575  0.494
41 H 2.02997 0.91540 0.80435  0.480
42 O -3.52495 -3.51500 -0.52209  -0.941
43 H -2.93060 -4.16743 -0.90504  0.466
44 H -3.46216 -3.64654 0.43362  0.494
45 O 3.65226 4.19545 -2.49790  -0.927
46 H 3.64075 3.26133 -2.72388  0.457
47 H 4.11748 4.23706 -1.65419  0.471
48 O 3.59431 -0.07243 3.80266  -0.984
49 H 3.45970 -0.96915 4.16443  0.493
50 H 2.81266 0.42734 4.07587  0.484
51 O -2.13953 -3.65287 3.27236  -0.967
52 H -1.72112 -4.24249 2.60517  0.488
53 H -1.79018 -3.95819 4.11458  0.460
54 O -3.15802 -1.22751 -2.07879  -0.988
55 H -3.30036 -2.03204 -1.54802  0.492
56 H -2.51865 -0.71818 -1.57424  0.476
57 O -0.09740 -1.03148 -4.43983  -0.943
58 H 0.22826 -1.52179 -5.20623  0.484
59 H -0.18140 -0.11889 -4.75296  0.490
60 O -3.68577 3.55425 -0.55493  -0.942
61 H -3.92723 3.63092 -1.48239  0.452
62 H -3.43255 2.62624 -0.44121  0.487
63 O 2.17050 -5.15381 0.79367  -0.951
64 H 2.64236 -4.36875 0.49736  0.478
65 H 2.76274 -5.56695 1.43227  0.474
66 O -4.51409 0.76436 2.30937  -0.944
67 H -4.77494 -0.14614 2.48041  0.465
68 H -3.59010 0.70217 2.03829  0.480

Strongest force on any atom, eV/A: 3.7
E_tot, a.u.: -3107.6174
Relative energy (zero: lowest compared OMol25 entry of this formula, charge and spin), kcal per mole: 13.71
HOMO-LUMO gap, eV: 8.7002



- Among the records above, which one has the lowest strongest force on any atom?
  number 3



- The lowest strongest force on any atom belongs to which entry?
  number 3



- Which value of HOMO-LUMO gap does entry 2 give?
  8.1390 eV



Repeat the fifth record exactly.
Computed, not measured: a 14-piece molecular cluster, C2H32O14 overall, with the ωB97M-V functional and the def2-TZVPD basis.

Each line ends with the natural charge from an NBO analysis.
Atoms and positions in Å:
1 O 32.57488 9.13852 6.44494  -0.751
2 H 31.87847 8.51995 6.16890  0.598
3 H 32.51144 9.15666 7.40992  0.541
4 H 32.43463 10.09202 6.20458  0.585
5 C 33.30473 7.37707 2.88652  -0.634
6 C 31.86894 7.01448 3.38534  -0.061
7 O 31.80477 5.59669 3.28204  -1.008
8 H 33.22168 8.38262 2.57742  0.199
9 H 33.73290 6.70045 2.16191  0.214
10 H 34.00066 7.46535 3.73992  0.191
11 H 31.19914 7.47721 2.69357  0.134
12 H 31.74950 7.38178 4.41697  0.114
13 O 29.72901 5.74582 1.51232  -0.973
14 H 30.52331 6.04221 1.94552  0.491
15 H 30.02351 4.95503 1.14172  0.488
16 O 31.16410 2.95693 3.37386  -0.957
17 H 31.95400 2.58766 3.68210  0.454
18 H 31.15984 3.87851 3.57029  0.495
19 O 30.75795 9.44432 1.02658  -0.961
20 H 30.08240 9.17683 1.63154  0.484
21 H 30.69292 8.76946 0.38587  0.472
22 O 30.10850 5.15578 5.19487  -1.018
23 H 30.43202 4.39906 5.67236  0.486
24 H 30.88218 5.49163 4.68891  0.505
25 O 33.61348 4.52661 4.86825  -0.983
26 H 33.24730 5.14984 4.22807  0.491
27 H 33.76187 3.75142 4.33493  0.461
28 O 28.93905 9.28000 3.21710  -1.015
29 H 28.19551 9.58468 2.71816  0.495
30 H 28.82593 8.34881 3.45230  0.519
31 O 28.21859 6.54926 3.63628  -0.988
32 H 28.73481 6.45083 2.85811  0.487
33 H 28.83134 5.98784 4.10856  0.501
34 O 32.24761 6.25651 -0.23232  -0.969
35 H 32.31405 6.00106 -1.16415  0.475
36 H 32.73035 5.61535 0.23625  0.492
37 O 33.06241 8.81463 -0.72229  -0.965
38 H 33.06905 7.87861 -0.66071  0.479
39 H 32.34556 9.08255 -0.15274  0.466
40 O 33.17090 4.23765 1.55208  -1.002
41 H 32.68605 4.81942 2.19174  0.509
42 H 34.04801 4.50866 1.42778  0.455
43 O 31.37473 10.04380 4.06839  -0.993
44 H 30.44123 9.97915 4.03100  0.494
45 H 31.56653 9.47174 3.34362  0.488
46 O 29.90681 8.56082 6.14265  -0.976
47 H 29.35612 9.29854 6.00641  0.486
48 H 29.27511 7.88164 6.35687  0.508

Strongest force on any atom, eV/A: 4.0
E_tot, a.u.: -1148.6212
Relative energy (zero: lowest compared OMol25 entry of this formula, charge and spin), kcal per mole: 90.10
HOMO-LUMO gap, eV: 6.9942